[1]
Computed, not measured: C24H28ClN4O6Sn as an isolated structure, with ωB97M-V/def2-TZVPD.

Each line ends with the Mulliken charge.
Atoms and positions in Å:
1 Sn -1.08162 0.69361 -0.98819  0.975
2 C 1.75889 -5.07742 -3.93098  -1.539
3 C 1.46199 -3.99123 -2.97446  0.218
4 C 2.45174 -3.07051 -2.57436  -0.690
5 C 2.21443 -2.07472 -1.64823  0.663
6 C 3.32128 -1.18440 -1.40970  -0.511
7 N 3.70195 -0.49896 -0.38049  0.005
8 C 3.33647 -0.55862 1.03673  -0.726
9 C 3.02065 0.84591 1.56254  -0.045
10 C 3.00993 0.96967 3.09476  -1.012
11 N 1.91200 0.20330 3.69844  0.031
12 C 0.66321 0.50547 3.68209  -0.397
13 C 0.03902 1.70966 3.18260  -0.264
14 C 0.31876 3.00216 3.55161  -0.192
15 C -0.48289 4.07550 3.10560  0.463
16 C -0.19978 5.47122 3.51635  -1.529
17 C -1.57734 3.80898 2.24635  -0.475
18 C -1.86630 2.55023 1.79323  0.144
19 C -3.01584 2.28009 0.90452  -0.430
20 N -2.98696 1.46034 -0.05647  -0.180
21 C -4.18731 1.04875 -0.74801  -0.909
22 C -4.35580 -0.45583 -0.47687  -0.653
23 C -3.64557 -1.33700 -1.49232  -0.842
24 N -2.20175 -1.39400 -1.28134  0.347
25 C -1.61727 -2.50152 -1.50936  -0.719
26 C -0.18444 -2.74338 -1.68127  1.165
27 C 0.14764 -3.79111 -2.49832  -0.592
28 C 0.85471 -1.87898 -1.13591  0.276
29 O 0.58192 -0.99412 -0.29997  -0.779
30 C -1.05748 1.41878 2.26718  0.666
31 O -1.20780 0.24605 1.88553  -0.705
32 H 2.80863 -5.12639 -4.20583  0.411
33 H 1.43628 -6.05001 -3.54833  0.398
34 H 1.16550 -4.92625 -4.84153  0.396
35 H 3.44611 -3.17857 -2.99476  0.452
36 H 3.98192 -1.07483 -2.26638  0.530
37 H 4.49658 0.11109 -0.54970  0.357
38 H 2.49451 -1.22778 1.16740  0.238
39 H 4.20940 -0.96492 1.55607  0.466
40 H 3.77805 1.54864 1.20768  0.519
41 H 2.05523 1.15962 1.15784  0.021
42 H 3.94199 0.60621 3.52431  0.550
43 H 2.91367 2.02016 3.35214  0.261
44 H 2.16023 -0.70354 4.08139  0.367
45 H -0.02320 -0.27885 3.99337  0.556
46 H 1.10706 3.21405 4.26565  0.597
47 H 0.61695 5.54931 4.22863  0.403
48 H 0.04179 6.07048 2.63143  0.390
49 H -1.09319 5.93851 3.93956  0.400
50 H -2.18511 4.64650 1.92106  0.622
51 H -3.93600 2.82656 1.14239  0.514
52 H -5.07275 1.59632 -0.41193  0.549
53 H -4.04800 1.22321 -1.81770  0.361
54 H -3.97939 -0.67906 0.52295  0.331
55 H -5.41439 -0.71235 -0.49428  0.380
56 H -4.08699 -2.33607 -1.49257  0.568
57 H -3.78058 -0.91530 -2.49402  0.315
58 H -2.23504 -3.37539 -1.72751  0.411
59 H -0.63256 -4.44535 -2.87169  0.527
60 O -1.09502 -1.19859 -4.12812  -0.549
61 Cl -0.65652 0.13939 -3.94817  1.801
62 O -0.24502 0.77312 -5.11428  -0.585
63 O 0.43273 0.12977 -2.93991  -0.655
64 O -1.72927 0.90238 -3.28637  -0.670

Atoms 1-3, force components in eV/Å:
1.09 -0.15 -0.42
-0.11 -0.14 -0.24
0.02 0.01 0.07

Summary:
Orbital gap (alpha / beta)   5.77 / 5.55 eV
Charge   +3
Energy above the lowest of the compared OMol25 structures with the same formula, charge and spin   0.00 kJ/mol

***

[2]
Computed, not measured: C42H49F9N6O3Si2 as an isolated structure, with ωB97M-V/def2-TZVPD.

Each line ends with the Mulliken charge.
Atoms and positions in Å:
1 C -0.77662 -6.61047 -1.01846  -1.448
2 C -0.48764 -5.18009 -0.57603  -0.258
3 C -1.33264 -4.70285 0.60578  -0.652
4 C -2.86687 -4.75053 0.42665  1.048
5 C -3.52021 -4.96027 1.81386  -1.453
6 Si -3.63119 -3.24297 -0.33605  -2.112
7 O -5.25043 -3.40129 -0.53452  0.612
8 Si -5.95332 -4.67712 -1.33860  0.317
9 C -7.53863 -4.10657 -2.15527  -0.758
10 C -8.18222 -2.91403 -1.47566  -0.569
11 O -8.14603 -3.17244 -0.04587  -0.178
12 C -8.98760 -2.45328 0.69693  0.016
13 O -9.48402 -1.40277 0.37349  -0.514
14 C -3.47739 -1.67880 0.79509  0.948
15 F -2.23209 -1.60197 1.37062  -0.202
16 F -3.66735 -0.54191 0.03984  -0.346
17 C -4.48888 -1.60421 1.94906  0.378
18 F -5.73346 -1.41306 1.45507  -0.211
19 F -4.16313 -0.52009 2.71520  -0.283
20 C -2.91648 -2.81447 -2.10309  0.973
21 F -2.54628 -3.97583 -2.72910  -0.273
22 F -3.89683 -2.24137 -2.87106  -0.299
23 C -1.69601 -1.85498 -2.16589  0.770
24 F -2.08985 -0.59081 -2.19599  -0.233
25 F -0.96969 -2.08227 -3.25474  -0.283
26 F -0.91492 -2.02852 -1.09561  -0.193
27 H -1.79688 -6.72189 -1.39015  0.293
28 H -0.60274 -7.33012 -0.21823  0.344
29 H -0.12972 -6.87724 -1.85583  0.439
30 H -0.55132 -4.52246 -1.44127  -0.051
31 H 0.55464 -5.13771 -0.24713  0.501
32 H -1.10036 -5.37303 1.44071  0.604
33 H -0.98325 -3.71661 0.91470  0.015
34 H -3.09335 -5.64635 -0.15661  0.625
35 H -3.25925 -5.94310 2.20127  0.539
36 H -3.10884 -4.23008 2.51553  -0.009
37 H -4.60457 -4.83890 1.78618  0.247
38 H -5.04026 -5.21811 -2.36925  -0.189
39 H -6.24629 -5.79057 -0.41100  -0.201
40 H -8.22712 -4.95419 -2.17266  0.403
41 H -7.34271 -3.84238 -3.19710  0.379
42 H -7.64116 -1.99294 -1.68114  0.187
43 H -9.22655 -2.80351 -1.76337  0.553
44 H -9.19172 -2.93280 1.66041  0.393
45 H -4.45284 -2.48104 2.59558  0.259
46 N -2.37762 -1.68929 -7.27032  -0.495
47 C -2.11075 -0.98460 -8.36701  -0.289
48 C -1.45318 0.23650 -8.35525  -0.291
49 C -1.05217 0.75688 -7.13546  -0.527
50 C -1.32391 0.03632 -5.98419  -0.211
51 C -1.98482 -1.17709 -6.10510  -0.294
52 H -2.44181 -1.42288 -9.30229  0.365
53 H -1.26240 0.76365 -9.27993  0.362
54 H -0.53762 1.70774 -7.08327  0.374
55 H -1.03156 0.40297 -5.00962  0.388
56 H -2.21821 -1.76992 -5.23292  0.559
57 N -0.00878 -5.32926 4.17743  -0.472
58 C 1.24415 -5.73628 4.36775  -0.260
59 C 2.30643 -4.87177 4.58767  -0.342
60 C 2.05623 -3.50911 4.60766  -0.339
61 C 0.75751 -3.06893 4.41002  -0.439
62 C -0.23194 -4.01757 4.20413  -0.097
63 H 1.40186 -6.80889 4.34222  0.371
64 H 3.30413 -5.26037 4.73798  0.371
65 H 2.85875 -2.80234 4.77343  0.385
66 H 0.51440 -2.01529 4.41354  0.475
67 H -1.26181 -3.71389 4.04706  0.324
68 N 0.55575 2.78441 2.61945  -0.392
69 C -0.46492 1.95468 2.82490  -0.520
70 C -1.45231 1.70036 1.88514  -0.088
71 C -1.37780 2.34728 0.66207  -0.310
72 C -0.32348 3.21621 0.43237  -0.708
73 C 0.61324 3.39762 1.43930  0.116
74 H -0.49089 1.46958 3.79508  0.399
75 H -2.25668 1.01426 2.10754  0.378
76 H -2.12986 2.17442 -0.09743  0.483
77 H -0.22481 3.74416 -0.50618  0.370
78 H 1.45108 4.07141 1.29872  0.214
79 N 3.88983 5.79604 1.36574  -0.292
80 C 4.77932 6.12952 0.43277  -0.525
81 C 5.85376 5.32939 0.07676  -0.140
82 C 6.02081 4.11485 0.72425  0.132
83 C 5.10154 3.75564 1.69738  -0.939
84 C 4.06038 4.62656 1.98027  -0.300
85 H 4.61927 7.08700 -0.05155  0.352
86 H 6.54104 5.65194 -0.69309  0.258
87 H 6.84682 3.46336 0.46651  0.458
88 H 5.18631 2.81822 2.22942  0.374
89 H 3.32035 4.37747 2.73468  0.666
90 N 8.50863 2.88658 -1.45765  -0.354
91 C 8.63536 1.78984 -2.20094  -0.172
92 C 9.16258 1.78870 -3.48342  -0.493
93 C 9.58081 2.99285 -4.02559  -0.107
94 C 9.45619 4.14344 -3.26408  -0.603
95 C 8.91665 4.03568 -1.99160  -0.138
96 H 8.29606 0.86715 -1.74347  0.360
97 H 9.24210 0.86534 -4.04010  0.351
98 H 9.99757 3.03392 -5.02345  0.370
99 H 9.77013 5.10532 -3.64503  0.346
100 H 8.80856 4.91367 -1.36366  0.421
101 N 3.84657 8.77196 6.00006  -0.557
102 C 3.67778 7.92353 4.98805  -0.202
103 C 3.13546 8.28082 3.76189  -0.095
104 C 2.74416 9.59736 3.57981  -0.479
105 C 2.91117 10.49425 4.62315  -0.275
106 C 3.46576 10.03228 5.80722  -0.260
107 H 3.99529 6.90257 5.17089  0.395
108 H 3.02919 7.54568 2.97445  0.378
109 H 2.31569 9.91883 2.63902  0.380
110 H 2.61872 11.53089 4.52493  0.357
111 H 3.61401 10.70428 6.64572  0.342

Atoms 1-3, force components in eV/Å:
-0.02 0.11 -0.30
0.20 -0.18 0.07
0.16 -0.31 -0.07

Summary:
Orbital gap   9.88 eV

***

[3]
Computed, not measured: C3H4ClNa3O7 as an isolated structure, with ωB97M-V/def2-TZVPD.

Each line ends with the Mulliken charge.
Atoms and positions in Å:
1 Na 11.74091 -4.24380 2.92500  0.950
2 Na 12.16790 -7.58200 6.24928  0.987
3 Na 11.81211 -7.86876 -0.97951  0.983
4 Cl 10.63150 -8.01949 2.57248  1.713
5 O 11.33981 -8.52437 1.44243  -0.711
6 O 10.26014 -6.68135 2.17539  -0.672
7 O 9.50126 -8.86076 2.80535  -0.550
8 O 11.52259 -8.02060 3.70624  -0.690
9 C 5.87518 -5.61630 3.36057  -0.232
10 C 6.45573 -6.74865 2.55600  -0.041
11 O 5.37736 -7.11044 1.69459  -0.342
12 C 4.35481 -6.26170 1.84334  0.672
13 O 3.28536 -6.29879 1.19796  -0.543
14 O 4.70637 -5.27270 2.69750  -0.314
15 H 6.62114 -4.82879 3.25346  0.225
16 H 5.60515 -5.86689 4.38643  0.294
17 H 6.75179 -7.59494 3.17588  0.197
18 H 7.31571 -6.44651 1.95829  0.073

Atoms 1-3, force components in eV/Å:
-0.36 -0.20 -0.24
-0.18 -0.50 -0.29
-0.23 -0.40 0.40

Summary:
Orbital gap   5.94 eV
Charge   +2
Energy above the lowest of the compared OMol25 structures with the same formula, charge and spin   0.00 kJ/mol

***

[4]
Computed, not measured: one molecule with the formula C5H8O2, with ωB97M-V/def2-TZVPD.

Each line ends with the Mulliken charge.
Atoms and positions in Å:
1 O -1.68437 1.40393 -0.10072  -0.586
2 C -1.09698 0.32442 0.60152  0.085
3 C -0.93588 -0.88747 -0.35343  -0.850
4 C 0.57348 -0.67607 -0.31463  0.712
5 O 1.44739 -1.73761 -0.07858  -0.564
6 C 1.03229 0.71204 -0.59468  -0.744
7 C 0.44542 0.36715 0.75388  -0.440
8 H -1.46580 2.23008 0.34787  0.337
9 H -1.65548 0.12103 1.52417  0.337
10 H -1.18721 -1.81376 0.17002  0.272
11 H -1.46949 -0.84252 -1.30844  0.261
12 H 2.34540 -1.47311 -0.31457  0.324
13 H 2.09942 0.91489 -0.61818  0.278
14 H 0.44896 1.34479 -1.26233  0.216
15 H 1.10286 0.01223 1.54810  0.363

Atoms 1-3, force components in eV/Å:
0.08 0.25 0.20
0.08 -0.26 0.15
0.00 -0.15 -0.11

Summary:
Orbital gap   9.63 eV
Energy above the lowest of the compared OMol25 structures with the same formula, charge and spin   256.86 kJ/mol

***

Which formula does entry 4 have?
C5H8O2

***

What did the fourth record say?
Computed, not measured: one molecule with the formula C5H8O2, with ωB97M-V/def2-TZVPD.

Each line ends with the Mulliken charge.
Atoms and positions in Å:
1 O -1.68437 1.40393 -0.10072  -0.586
2 C -1.09698 0.32442 0.60152  0.085
3 C -0.93588 -0.88747 -0.35343  -0.850
4 C 0.57348 -0.67607 -0.31463  0.712
5 O 1.44739 -1.73761 -0.07858  -0.564
6 C 1.03229 0.71204 -0.59468  -0.744
7 C 0.44542 0.36715 0.75388  -0.440
8 H -1.46580 2.23008 0.34787  0.337
9 H -1.65548 0.12103 1.52417  0.337
10 H -1.18721 -1.81376 0.17002  0.272
11 H -1.46949 -0.84252 -1.30844  0.261
12 H 2.34540 -1.47311 -0.31457  0.324
13 H 2.09942 0.91489 -0.61818  0.278
14 H 0.44896 1.34479 -1.26233  0.216
15 H 1.10286 0.01223 1.54810  0.363

Atoms 1-3, force components in eV/Å:
0.08 0.25 0.20
0.08 -0.26 0.15
0.00 -0.15 -0.11

Summary:
Orbital gap   9.63 eV
Energy above the lowest of the compared OMol25 structures with the same formula, charge and spin   256.86 kJ/mol